(1)
The following is a DFT calculation (the ωB97M-V functional and the def2-TZVPD basis) of a 2-piece molecular cluster, C5H9N2 overall in a non-equilibrium geometry.

Properties
ΔE to the lowest compared entry with this formula, charge and spin ... 5.560 eV
Charge ... +1
E ... -305.02570 hartree
2S+1 ... 1
HOMO energy ... -14.10 eV
Frontier orbital gap ... 8.49 eV

XYZ file:
```
16
Properties=species:S:1:pos:R:3:mulliken_charge:R:1
C -1.25 -0.10 -0.29 0.452
C 0.77 -1.15 0.33 -0.541
C 2.87 0.36 -0.77 -0.473
C 2.62 0.65 0.50 -0.581
C -3.76 0.28 -0.05 -0.680
N -0.19 -0.66 -0.35 -0.109
N -2.41 0.18 -0.42 -0.135
H 1.50 -1.70 -0.18 0.517
H 0.69 -1.15 1.39 0.361
H 2.52 1.03 -1.56 0.246
H 3.65 -0.27 -1.08 0.312
H 2.08 1.52 0.79 0.333
H 3.13 0.12 1.33 0.322
H -3.97 0.86 0.84 0.337
H -4.01 -0.62 0.40 0.352
H -4.23 0.64 -0.87 0.286
```

=====

(2)
The following is a DFT calculation (the ωB97M-V functional and the def2-TZVPD basis) of C14H22N2O4PbS as an isolated structure.

Properties
Charge ... +4
E ... -1546.48861 hartree
2S+1 ... 1
HOMO energy (spin up / spin down) ... -21.71 / -21.30 eV
Frontier orbital gap (spin up / spin down) ... 4.67 / 7.31 eV

XYZ file:
```
44
Properties=species:S:1:pos:R:3:mulliken_charge:R:1
Pb -0.06 -1.37 0.11 1.458
C 0.97 1.11 -1.82 -0.144
C -0.25 1.55 -1.05 -0.861
O -1.19 0.45 -0.92 -0.300
C -2.06 0.24 -2.08 -0.263
C -2.32 -1.24 -2.26 -0.911
O -1.04 -1.95 -2.31 -0.273
C -0.60 -2.27 -3.61 -0.405
C 0.77 -3.01 -3.51 -0.497
O 1.50 -2.33 -2.53 -0.004
C 2.52 -1.41 -2.87 -0.449
C 2.80 -0.49 -1.68 -0.711
O 1.61 0.06 -1.05 -0.257
H 1.65 1.95 -1.93 0.480
H 0.69 0.73 -2.81 0.256
H -0.73 2.40 -1.53 0.490
H 0.01 1.83 -0.03 0.274
H -1.59 0.66 -2.97 0.388
H -3.00 0.75 -1.91 0.425
H -2.89 -1.40 -3.17 0.506
H -2.88 -1.65 -1.42 0.315
H -0.42 -1.36 -4.21 0.337
H -1.31 -2.91 -4.14 0.492
H 1.28 -3.05 -4.47 0.425
H 0.59 -4.02 -3.11 0.345
H 2.24 -0.90 -3.80 0.467
H 3.43 -1.99 -3.11 0.454
H 3.42 0.33 -2.03 0.414
H 3.34 -1.02 -0.90 0.408
N -1.37 2.27 6.67 -0.280
C -0.30 2.29 5.93 0.609
S 1.07 3.17 6.40 0.134
C -0.27 1.53 4.63 1.221
C -1.44 1.15 3.99 -0.789
C -1.35 0.43 2.81 -0.438
N -0.19 0.10 2.24 -0.231
C 0.94 0.49 2.85 -0.548
C 0.95 1.20 4.04 -0.646
H -1.43 2.79 7.54 0.256
H -2.18 1.71 6.45 0.207
H -2.42 1.40 4.35 0.376
H -2.27 0.10 2.32 0.440
H 1.89 0.23 2.38 0.440
H 1.90 1.45 4.49 0.391
```

=====

(3)
The following is a DFT calculation (the ωB97M-V functional and the def2-TZVPD basis) of C6H11BaN5P as an isolated structure in a non-equilibrium geometry.

Properties
Charge ... -1
E ... -875.39943 hartree
2S+1 ... 1
HOMO energy ... -0.31 eV
Frontier orbital gap ... 2.19 eV

XYZ file:
```
24
Properties=species:S:1:pos:R:3:mulliken_charge:R:1
C -1.89 -2.48 -0.37 -0.635
C -2.95 -2.47 -1.17 -0.154
C -3.56 -1.37 -1.84 -0.288
C -3.17 -0.02 -1.75 -0.290
C -2.19 0.55 -1.08 -0.967
Ba -0.44 -0.45 -0.06 1.018
P 1.25 -2.36 0.99 -0.179
H -1.51 -3.37 0.19 0.010
H -3.44 -3.44 -1.30 0.131
H -4.45 -1.57 -2.42 0.249
H -1.89 1.61 -0.93 -0.037
H -3.77 0.73 -2.25 0.147
H 2.46 -2.21 0.31 0.033
H 0.82 -3.67 0.91 0.083
H 1.46 -2.00 2.33 0.049
N 4.11 2.66 1.76 -0.575
N 2.90 2.43 1.13 1.281
N 2.20 3.42 0.51 -0.912
C 1.14 2.72 0.07 -0.252
N 1.18 1.42 0.39 -0.150
N 2.35 1.22 1.09 -0.544
H 4.60 1.90 2.21 0.245
H 4.50 3.59 1.78 0.253
H 0.31 3.16 -0.48 0.484
```

=====

(4)
The following is a DFT calculation (the ωB97M-V functional and the def2-TZVPD basis) of a 2-piece molecular cluster, CH4ClPS overall in a non-equilibrium geometry.

Properties
ΔE to the lowest compared entry with this formula, charge and spin ... 2.395 eV
Charge ... 0
E ... -1240.14555 hartree
2S+1 ... 1
HOMO energy (spin up / spin down) ... -9.39 / -8.50 eV
Frontier orbital gap (spin up / spin down) ... 8.14 / 6.48 eV

XYZ file:
```
8
Properties=species:S:1:pos:R:3:mulliken_charge:R:1
C -1.67 -0.14 0.24 -0.554
P 2.22 -0.53 -0.11 0.153
S -1.17 1.56 -0.05 -0.092
Cl 4.11 0.07 0.03 -0.192
H -2.23 -0.19 1.17 0.252
H -0.78 -0.76 0.31 0.132
H -2.29 -0.47 -0.59 0.257
H 1.80 0.47 -1.01 0.044
```

=====

(5)
The following is a DFT calculation (the ωB97M-V functional and the def2-TZVPD basis) of C4H5NO2 in the gas phase in a non-equilibrium geometry.

Properties
ΔE to the lowest compared entry with this formula, charge and spin ... 4.132 eV
Charge ... 0
E ... -360.51756 hartree
2S+1 ... 1
HOMO energy ... -9.54 eV
Frontier orbital gap ... 10.29 eV

XYZ file:
```
12
Properties=species:S:1:pos:R:3:mulliken_charge:R:1
O 0.17 -2.39 0.53 -0.555
C 0.07 -1.22 0.30 0.292
N 0.35 -0.58 -0.92 -0.299
C -0.50 0.61 -0.91 -0.619
C 0.12 1.08 0.37 0.199
O -0.80 1.13 1.46 -0.404
C 0.00 -0.04 1.30 -0.121
H 0.61 -1.09 -1.74 0.246
H -1.56 0.33 -0.81 0.244
H -0.36 1.28 -1.75 0.339
H 1.20 1.06 0.03 0.333
H 0.68 -0.16 2.15 0.345
```

=====

(6)
The following is a DFT calculation (the ωB97M-V functional and the def2-TZVPD basis) of C22H38Cl32N2O5P2S2 as an isolated structure in a non-equilibrium geometry.

Properties
Charge ... 0
E ... -17552.10836 hartree
2S+1 ... 1
HOMO energy ... -8.59 eV
Frontier orbital gap ... 7.39 eV

XYZ file:
```
103
Properties=species:S:1:pos:R:3:mulliken_charge:R:1
O 1.84 -0.03 -0.18 -0.641
P 2.50 0.26 -1.45 0.931
O 4.08 0.21 -1.38 -0.126
O 2.14 -0.84 -2.58 -0.341
C 1.99 1.88 -2.17 0.488
C 0.68 2.05 -2.53 0.080
S -0.52 0.75 -2.28 0.180
C 0.22 3.30 -3.13 -0.006
P -1.50 3.68 -3.73 -0.127
O -2.43 3.97 -2.41 -0.246
O -2.10 2.33 -4.43 -0.375
C 1.09 4.32 -3.32 -1.100
C 2.44 4.17 -2.97 0.261
N 3.42 5.06 -3.13 -0.685
S 4.76 4.39 -2.58 0.161
N 4.22 2.94 -2.14 -0.247
C 2.91 2.96 -2.39 0.170
H 4.35 -0.67 -1.69 0.196
H 1.99 -0.38 -3.42 0.226
H -0.94 0.95 -1.02 0.155
H -2.84 3.16 -2.07 0.284
H -1.41 1.66 -4.53 0.195
H 0.73 5.25 -3.76 0.457
C -0.34 0.59 -7.34 -0.271
Cl -0.49 2.09 -8.24 -0.130
Cl 0.41 0.86 -5.75 -0.044
H -1.33 0.18 -7.18 0.311
H 0.28 -0.10 -7.90 0.185
C 7.58 0.18 -1.16 0.203
Cl 8.81 1.20 -1.93 -0.189
Cl 7.05 -1.12 -2.23 -0.198
H 8.00 -0.26 -0.27 0.177
H 6.72 0.80 -0.92 -0.026
C 1.19 -4.14 -2.73 0.246
Cl 1.38 -5.28 -1.39 -0.104
Cl -0.51 -3.82 -3.11 -0.103
H 1.67 -3.20 -2.47 0.000
H 1.66 -4.58 -3.61 -0.031
C 6.76 -3.51 0.83 -0.203
Cl 7.99 -3.63 -0.43 -0.136
Cl 6.85 -1.98 1.72 -0.144
H 5.78 -3.59 0.37 0.176
H 6.90 -4.32 1.54 0.318
C -0.29 -6.79 1.32 0.122
Cl -0.72 -7.06 3.01 -0.177
Cl 0.96 -7.91 0.77 -0.174
H -1.17 -6.93 0.71 0.317
H 0.09 -5.79 1.22 -0.100
C 2.94 -7.11 -5.37 -0.283
Cl 3.47 -6.09 -4.03 -0.118
Cl 1.96 -6.21 -6.53 -0.142
H 3.81 -7.50 -5.88 0.291
H 2.34 -7.92 -4.96 0.264
C -1.73 -3.34 3.76 -0.410
Cl -0.63 -3.57 2.41 -0.122
Cl -1.40 -1.82 4.60 -0.125
H -2.75 -3.32 3.39 0.338
H -1.60 -4.16 4.46 0.325
C 4.56 3.46 2.00 -0.416
Cl 5.85 4.44 1.29 -0.163
Cl 4.00 2.20 0.89 0.015
H 4.94 2.99 2.90 0.317
H 3.73 4.11 2.24 0.271
C -4.83 4.96 -0.07 -0.078
Cl -6.58 4.85 0.14 -0.170
Cl -3.96 4.00 1.13 -0.111
H -4.58 4.60 -1.06 0.073
H -4.54 6.00 0.03 0.295
C -3.89 -1.40 7.35 0.219
Cl -3.78 -2.46 8.75 -0.156
Cl -5.57 -1.01 6.94 -0.170
H -3.37 -0.47 7.56 0.216
H -3.44 -1.89 6.50 -0.101
C -5.73 2.76 7.19 0.309
Cl -4.50 3.06 5.96 -0.127
Cl -5.54 3.82 8.59 -0.172
H -6.71 2.94 6.75 0.302
H -5.65 1.73 7.52 -0.332
C -0.50 1.70 3.72 0.075
Cl 0.03 2.73 5.05 -0.170
Cl -1.44 2.59 2.53 -0.102
H 0.37 1.28 3.23 0.310
H -1.12 0.91 4.12 -0.100
C -3.85 -5.37 -4.57 -0.265
Cl -2.73 -5.60 -5.92 -0.139
Cl -3.55 -3.86 -3.71 -0.138
H -4.86 -5.35 -4.96 0.304
H -3.72 -6.19 -3.88 0.245
C -0.64 -0.53 -11.32 -0.263
Cl 0.87 -0.93 -10.47 -0.147
Cl -2.00 -0.32 -10.21 -0.137
H -0.49 0.39 -11.87 0.265
H -0.87 -1.34 -12.00 0.304
C -5.21 1.82 11.61 -0.216
Cl -6.21 1.36 13.00 -0.167
Cl -5.51 0.79 10.21 -0.087
H -5.46 2.84 11.34 0.175
H -4.17 1.74 11.89 0.301
C -1.75 5.96 6.38 0.269
Cl -2.15 7.56 5.75 -0.165
Cl -0.88 6.07 7.92 -0.170
H -2.67 5.41 6.54 -0.009
H -1.12 5.45 5.66 0.071
```

=====

What is the formula in the fifth record? C4H5NO2